(1)
DFT (ωB97M-V with the def2-TZVPD basis set) results for an isolated ion of composition C5H10N3O and charge +1 in a non-equilibrium geometry.

Calculated values
Energy in eV: -11854.3536
Gap between HOMO and LUMO in hartree: 0.31018
SMILES: CCC[C@@]1(O)N=NC=[NH+]1
Charge: +1
LUMO level in eV: -6.7
ΔE to the lowest compared entry with this formula, charge and spin in eV: 4.426
HOMO in eV: -15.2

Atoms and positions in Å:
C1 -2.7520 0.6881 -0.8702
C2 -1.6077 -0.5423 0.5790
C3 1.8939 0.5258 -0.1414
C4 -0.1997 0.2436 0.6362
C5 0.8526 -0.5310 -0.1158
N1 -3.0619 1.0799 0.3845
N2 -2.4264 0.3880 1.2148
N3 -1.9758 -0.4141 -0.8088
O1 -1.4225 -1.8053 0.9964
H1 -3.2561 1.0633 -1.7315
H2 1.6811 1.3784 -0.7726
H3 2.8170 0.0474 -0.2813
H4 1.9255 1.0635 0.8883
H5 -0.3270 1.1624 0.2482
H6 0.0903 0.3759 1.6924
H7 1.0168 -1.5954 0.3320
H8 0.6674 -0.8876 -1.2495
H9 -1.6170 -0.9984 -1.4675
H10 -0.7307 -1.7747 1.6608

These are the Mulliken partial charges, in e, on atoms 1 to 8:
1 C 0.13
2 C 0.69
3 C -1.37
4 C -1.45
5 C 0.14
6 N -0.32
7 N -0.08
8 N 0.02

(2)
DFT (ωB97M-V with the def2-TZVPD basis set) results for C5H10N3OS as an isolated structure in a non-equilibrium geometry.

Calculated values
Energy in eV: -22689.5572
Gap between HOMO and LUMO in hartree: 0.29614
Charge: +1
LUMO level in eV: -4.1
ΔE to the lowest compared entry with this formula, charge and spin in eV: 3.299
HOMO in eV: -12.2

Atoms and positions in Å:
C1 -1.5137 -1.6427 -0.0413
C2 -2.4680 -0.7394 0.5362
C3 -1.6906 0.9919 -1.0838
C4 0.1602 -0.5081 -0.0621
C5 1.7075 -0.2594 1.8575
N1 -1.4922 -2.8182 -0.3023
N2 -2.5134 0.5195 -0.0616
N3 -0.1879 0.8105 -0.6028
O1 0.3791 -0.5798 1.2589
S1 -3.3323 -1.2476 1.7652
H1 -1.8435 0.4206 -1.9548
H2 -1.8149 2.0492 -1.2713
H3 0.8660 -0.9226 -0.8341
H4 1.4147 -0.2685 2.8998
H5 2.0439 0.7178 1.6267
H6 2.5029 -0.9359 1.4536
H7 -0.7072 -3.4566 -0.5348
H8 -2.9808 1.3169 0.5256
H9 0.2629 0.9086 -1.5161
H10 0.0894 1.7121 -0.0562

These are the Mulliken partial charges, in e, on atoms 1 to 8:
1 C 0.42
2 C 0.05
3 C -0.65
4 C -0.34
5 C -0.77
6 N -0.50
7 N -0.14
8 N -0.23

(3)
DFT (ωB97M-V with the def2-TZVPD basis set) results for one molecule with the formula C5H10N4 in a non-equilibrium geometry.

Calculated values
Energy in eV: -11302.1706
Gap between HOMO and LUMO (spin up / spin down) in hartree: 0.29455 / 0.29446
LUMO level (spin up / spin down) in eV: -0.1 / -0.1
ΔE to the lowest compared entry with this formula, charge and spin in eV: 5.707
HOMO (spin up / spin down) in eV: -8.1 / -8.1

Atoms and positions in Å:
C1 -1.5257 0.0100 1.2227
C2 0.9941 2.2022 -0.2767
N1 -1.0495 -0.2439 -0.1386
C3 1.1349 0.7660 -0.1546
C4 1.4280 -0.4633 -0.0633
N2 -2.1308 -0.2477 -1.0544
N3 2.4552 -1.3184 0.2041
C5 -0.0784 -1.3412 -0.2161
N4 -0.1185 -2.5154 -0.4275
H1 -2.8723 -0.9050 -0.8126
H2 -1.8094 -0.6088 -1.9492
H3 2.1926 -2.2826 0.0119
H4 3.3745 -1.0596 -0.1171
H5 -2.0470 0.9671 1.2394
H6 -2.2059 -0.7749 1.5709
H7 -0.6675 0.0327 1.8928
H8 1.9907 2.6595 -0.3247
H9 0.4746 2.6388 0.5812
H10 0.4606 2.4846 -1.1883

These are the Mulliken partial charges, in e, on atoms 1 to 8:
1 C -1.08
2 C -1.27
3 N 0.36
4 C 0.16
5 C 0.42
6 N -0.82
7 N -0.51
8 C 0.49

(4)
DFT (ωB97M-V with the def2-TZVPD basis set) results for one molecule with the formula C5H10N4O4 in a non-equilibrium geometry.

Calculated values
Energy in eV: -19498.2685
Gap between HOMO and LUMO in hartree: 0.37122
SMILES: NC(=O)N[C@H]1NC(=O)N(CO)[C@@H]1O
LUMO level in eV: 0.7
ΔE to the lowest compared entry with this formula, charge and spin in eV: 0.000
HOMO in eV: -9.4

Atoms and positions in Å:
C1 1.7658 -0.9814 0.3701
C2 -1.1573 2.4808 0.4526
C3 0.6139 0.9277 -0.2647
C4 -0.2962 -0.3428 -0.6562
C5 0.0948 -2.8423 -0.0332
N1 1.7948 0.3394 0.2994
N2 0.4081 -1.4441 0.0319
N3 -1.7798 3.0641 1.5231
N4 -0.0202 1.8019 0.7589
O1 2.6409 -1.7061 0.7124
O2 -1.5871 2.5028 -0.7105
O3 -0.3140 -0.5081 -2.0139
O4 -0.2390 -3.2414 -1.3221
H1 0.6843 1.6329 -1.1761
H2 -1.2077 -0.3427 -0.1931
H3 -0.8146 -3.0157 0.6078
H4 0.9330 -3.3599 0.4600
H5 2.7675 0.7045 0.1433
H6 -1.2541 3.4825 2.2786
H7 -2.6517 3.4981 1.2495
H8 0.3239 1.6773 1.6236
H9 -1.1795 -0.7134 -2.3023
H10 0.4743 -3.6138 -1.8392

These are the Mulliken partial charges, in e, on atoms 1 to 8:
1 C 0.30
2 C 0.58
3 C 0.06
4 C -0.36
5 C -0.58
6 N -0.24
7 N 0.15
8 N -0.46

(5)
DFT (ωB97M-V with the def2-TZVPD basis set) results for an isolated ion of composition C5H10N5 and charge +1 in a non-equilibrium geometry.

Calculated values
Energy in eV: -12788.7832
Gap between HOMO and LUMO in hartree: 0.36366
SMILES: [H]/N=C(\C)Cn1[nH]cnc1=[NH2+]
Charge: +1
LUMO level in eV: -4.0
ΔE to the lowest compared entry with this formula, charge and spin in eV: 1.924
HOMO in eV: -13.9

Atoms and positions in Å:
C1 -2.2152 -0.5289 0.9325
C2 -1.3364 -0.9388 -0.3228
N1 -1.3154 -2.2033 -0.6753
C3 -0.4772 0.0388 -1.2333
N2 0.8344 0.3271 -0.5840
N3 1.9532 -0.1398 -1.1792
C4 3.0410 0.2989 -0.3628
N4 2.6307 1.0200 0.7969
C5 1.2013 1.0203 0.6004
N5 0.3111 1.6229 1.4170
H1 -1.6564 -0.0042 1.7628
H2 -3.0762 0.1258 0.5585
H3 -2.7061 -1.4463 1.4112
H4 -1.9065 -2.7466 -0.0312
H5 -1.0350 0.9685 -1.5820
H6 -0.2322 -0.5403 -2.1920
H7 1.9972 -0.6599 -2.0644
H8 4.1047 0.0663 -0.6574
H9 -0.2641 2.3708 1.0035
H10 0.1232 1.3542 2.3851

These are the Mulliken partial charges, in e, on atoms 1 to 8:
1 C -0.90
2 C 0.71
3 N -0.64
4 C -0.69
5 N 0.42
6 N -0.32
7 C 0.04
8 N -0.41

(6)
DFT (ωB97M-V with the def2-TZVPD basis set) results for one molecule with the formula C5H10N5O3P in a non-equilibrium geometry.

Calculated values
Energy in eV: -28224.2291
Gap between HOMO and LUMO in hartree: 0.30103
SMILES: COP(N(C)C)n1ncnc1[N+](=O)[O-]
LUMO level in eV: -1.1
ΔE to the lowest compared entry with this formula, charge and spin in eV: 0.443
HOMO in eV: -9.3

Atoms and positions in Å:
C1 1.7271 -2.0183 -1.1021
C2 2.0920 -0.1832 -0.0192
C3 -0.9683 2.5582 -0.4002
C4 -1.5202 0.4327 -1.3063
C5 -1.2676 -1.9784 1.9390
N1 2.7021 -1.1829 -0.9929
N2 0.6187 -1.6880 -0.4112
N3 0.8389 -0.5345 0.2086
N4 -0.9344 1.1518 -0.2200
N5 2.6247 1.0205 0.3657
O1 3.8357 1.2117 0.3318
O2 1.8178 1.8476 0.8164
O3 -1.4867 -0.7478 1.1851
P1 -0.3982 0.4596 1.1904
H1 1.7038 -2.8552 -1.6453
H2 -0.0773 3.0631 0.0727
H3 -0.9008 2.7145 -1.4604
H4 -1.8985 2.9827 -0.0557
H5 -1.1807 -0.5841 -1.2975
H6 -2.5842 0.4347 -1.1430
H7 -1.2233 0.7512 -2.2997
H8 -1.0617 -1.7477 2.9869
H9 -0.4595 -2.3923 1.4913
H10 -1.9994 -2.7158 1.7656

These are the Mulliken partial charges, in e, on atoms 1 to 8:
1 C -0.13
2 C 0.08
3 C -0.94
4 C -0.97
5 C -0.77
6 N -0.55
7 N -0.78
8 N 0.75

(7)
DFT (ωB97M-V with the def2-TZVPD basis set) results for one molecule with the formula C5H10N6 in a non-equilibrium geometry.

Calculated values
Energy in eV: -14282.6750
Gap between HOMO and LUMO in hartree: 0.29044
LUMO level in eV: 0.2
ΔE to the lowest compared entry with this formula, charge and spin in eV: 6.940
HOMO in eV: -7.7

Atoms and positions in Å:
C1 -2.0467 0.1242 -0.9986
C2 0.0727 -0.5435 -0.6829
C3 -0.4901 -1.2724 -1.6807
C4 1.3142 -0.3034 0.1046
C5 0.9812 0.1680 2.5889
N1 -1.7786 -0.7706 -1.9301
N2 -0.9554 0.2952 -0.2570
N3 1.0132 0.6195 1.1834
N4 -0.9032 1.0940 0.8888
N5 0.0980 -2.0717 -2.7166
N6 -0.7892 2.4054 0.4938
H1 -3.0528 0.5363 -0.8059
H2 1.6969 -1.2656 0.3669
H3 2.0717 0.1861 -0.4657
H4 0.6950 -0.8858 2.7992
H5 2.0161 0.3983 3.2114
H6 0.1449 0.7837 3.0382
H7 -0.4983 -2.3226 -3.4397
H8 0.9883 -2.4986 -2.6445
H9 -0.4501 2.9219 1.2738
H10 -0.1279 2.4016 -0.3274

These are the Mulliken partial charges, in e, on atoms 1 to 8:
1 C 0.19
2 C 0.25
3 C 0.13
4 C -0.45
5 C -0.71
6 N -0.78
7 N 0.34
8 N -0.27

(8)
DFT (ωB97M-V with the def2-TZVPD basis set) results for a 2-piece molecular cluster, C5H10N6 overall in a non-equilibrium geometry.

Calculated values
Energy in eV: -14285.2614
Gap between HOMO and LUMO in hartree: 0.32873
SMILES: [H]/N=C/N1CC1.Nc1nc[nH]n1
LUMO level in eV: 1.1
ΔE to the lowest compared entry with this formula, charge and spin in eV: 4.353
HOMO in eV: -7.9

Atoms and positions in Å:
C1 0.0473 -0.2236 -1.7000
C2 -1.9724 -0.6746 -1.4027
C3 0.9522 -0.8974 1.3176
C4 -0.3333 1.1786 1.3753
C5 0.9511 1.4398 2.0720
H1 1.7815 -0.6685 -0.6748
H2 1.9940 0.2975 -2.1248
H3 -2.9206 -1.0283 -1.0509
H4 -2.5595 0.3735 -3.1411
H5 0.2631 -2.6065 1.5627
H6 1.9967 -1.2255 1.4991
H7 -1.0947 0.6034 1.9068
H8 -0.6967 1.8829 0.6315
H9 1.0486 1.0688 3.1010
H10 1.5307 2.3307 1.8418
N1 1.3894 -0.1946 -1.4811
N2 -0.8041 -0.8826 -0.8528
N3 -1.8429 0.0635 -2.5114
N4 -0.5310 0.3678 -2.7243
N5 -0.0571 -1.6653 1.3466
N6 0.8579 0.4602 1.0095

These are the Mulliken partial charges, in e, on atoms 1 to 8:
1 C 0.47
2 C -0.24
3 C -0.37
4 C -0.57
5 C -0.39
6 H 0.23
7 H 0.20
8 H 0.45

(9)
DFT (ωB97M-V with the def2-TZVPD basis set) results for an isolated ion of composition C5H10NO and charge -1 in a non-equilibrium geometry.

Calculated values
Energy in eV: -8882.6169
Gap between HOMO and LUMO in hartree: 0.21327
SMILES: C=NCCCC[O-]
Charge: -1
LUMO level in eV: 3.5
ΔE to the lowest compared entry with this formula, charge and spin in eV: 1.501
HOMO in eV: -2.3

Atoms and positions in Å:
C1 2.3659 0.3530 -0.9511
O1 3.2042 1.2448 -1.4367
C2 0.9616 0.9226 -0.4315
C3 -0.0368 -0.1656 -0.2029
C4 -1.0279 0.3678 0.8645
C5 -2.6014 -1.3753 0.6065
N1 -2.1994 -0.3995 1.3053
H1 2.0655 -0.5556 -1.5698
H2 2.7582 -0.1550 -0.0142
H3 0.7767 1.6584 -1.2195
H4 1.2551 1.5057 0.4453
H5 0.3640 -1.0389 0.3301
H6 -0.5669 -0.5141 -1.0899
H7 -1.3997 1.3924 0.7892
H8 -0.3702 0.4512 1.7356
H9 -3.6538 -1.6408 0.7256
H10 -1.8951 -2.0509 0.1134

These are the Mulliken partial charges, in e, on atoms 1 to 8:
1 C -0.49
2 O -0.86
3 C -0.56
4 C -0.33
5 C -0.63
6 C -0.34
7 N -0.49
8 H 0.14

(10)
DFT (ωB97M-V with the def2-TZVPD basis set) results for an isolated ion of composition C5H10NO and charge +1 in a non-equilibrium geometry.

Calculated values
Energy in eV: -8875.0356
Gap between HOMO and LUMO in hartree: 0.48762
SMILES: C[C@]1(O)[C@H]2C[N@+]21C
Charge: +1
LUMO level in eV: -2.8
ΔE to the lowest compared entry with this formula, charge and spin in eV: 3.545
HOMO in eV: -16.1

Atoms and positions in Å:
C1 0.1127 -0.9026 0.9302
C2 -0.9509 -1.5333 0.1152
C3 0.6848 1.5694 0.7622
C4 0.6297 -0.5148 -1.7551
C5 -0.3162 0.4543 0.7850
N1 -0.0892 -0.4467 -0.4999
O1 -1.6021 0.8028 1.1913
H1 0.9541 -1.3566 1.3171
H2 -0.8963 -2.5238 -0.1961
H3 0.0797 2.4770 0.5981
H4 1.2282 1.7620 1.7126
H5 1.4656 1.5248 -0.0368
H6 1.3515 -1.2922 -1.7770
H7 -0.1665 -0.8397 -2.4007
H8 1.2670 0.2677 -2.0236
H9 -1.9640 -1.1464 0.3040
H10 -1.7882 1.6980 0.9735

These are the Mulliken partial charges, in e, on atoms 1 to 8:
1 C -0.66
2 C -0.39
3 C -1.27
4 C -0.80
5 C 1.21
6 N 0.01
7 O -0.46
8 H 0.37

(11)
DFT (ωB97M-V with the def2-TZVPD basis set) results for a 2-piece molecular cluster, C5H10NO overall in a non-equilibrium geometry.

Calculated values
Energy in eV: -8873.0677
Gap between HOMO and LUMO in hartree: 0.24738
Charge: +1
LUMO level in eV: -4.8
ΔE to the lowest compared entry with this formula, charge and spin in eV: 5.512
HOMO in eV: -11.6

Atoms and positions in Å:
C1 1.5712 -1.9508 -0.2997
C2 1.8298 -0.7765 0.3059
C3 -2.6519 -0.0150 -0.4828
C4 -1.5486 0.8375 -0.0344
C5 1.4658 0.4644 -0.2720
N1 1.7613 1.6234 0.2576
O1 -2.4828 0.1622 0.9534
H1 1.8777 -2.8858 0.1363
H2 1.0557 -1.9949 -1.2488
H3 2.3598 -0.7543 1.2523
H4 -3.5974 0.3942 -0.8243
H5 -2.4547 -1.0246 -0.8298
H6 -1.7921 1.9026 -0.0192
H7 0.9313 0.4612 -1.2143
H8 -2.0614 -0.6177 1.3574
H9 1.4803 2.4908 -0.1788
H10 2.2559 1.6832 1.1412

These are the Mulliken partial charges, in e, on atoms 1 to 8:
1 C -0.73
2 C -0.03
3 C -0.13
4 C -0.41
5 C 0.20
6 N -0.28
7 O -0.27
8 H 0.29

(12)
DFT (ωB97M-V with the def2-TZVPD basis set) results for an isolated ion of composition C5H10NO and charge +1 in a non-equilibrium geometry.

Calculated values
Energy in eV: -8873.5986
Gap between HOMO and LUMO (spin up / spin down) in hartree: 0.32054 / 0.17747
Charge: +1
LUMO level (spin up / spin down) in eV: -4.1 / -5.9
ΔE to the lowest compared entry with this formula, charge and spin in eV: 4.982
HOMO (spin up / spin down) in eV: -12.8 / -10.7

Atoms and positions in Å:
C1 2.4768 0.9790 0.2412
C2 1.5172 -1.1947 -0.2870
C3 0.1433 0.3324 0.9124
C4 -0.9503 0.5067 -0.0617
C5 -1.9867 -0.4556 -0.0651
N1 1.4321 0.0383 0.1945
O1 -0.9772 1.5289 -0.8019
H1 2.2459 1.9408 0.6293
H2 3.4378 0.8498 -0.2517
H3 0.7333 -2.0066 -0.1339
H4 2.3787 -1.4994 -0.9252
H5 0.3679 1.1544 1.5987
H6 -0.2176 -0.4263 1.5809
H7 -2.7942 -0.1545 0.6882
H8 -1.5901 -1.4446 0.1752
H9 -2.6339 -0.4928 -0.9891
H10 -1.7892 1.7301 -1.2403

These are the Mulliken partial charges, in e, on atoms 1 to 8:
1 C -0.34
2 C -0.26
3 C -1.17
4 C 0.86
5 C -1.19
6 N 0.24
7 O -0.39
8 H 0.26

What did the first record say?
DFT (ωB97M-V with the def2-TZVPD basis set) results for an isolated ion of composition C5H10N3O and charge +1 in a non-equilibrium geometry.

Calculated values
Energy in eV: -11854.3536
Gap between HOMO and LUMO in hartree: 0.31018
SMILES: CCC[C@@]1(O)N=NC=[NH+]1
Charge: +1
LUMO level in eV: -6.7
ΔE to the lowest compared entry with this formula, charge and spin in eV: 4.426
HOMO in eV: -15.2

Atoms and positions in Å:
C1 -2.7520 0.6881 -0.8702
C2 -1.6077 -0.5423 0.5790
C3 1.8939 0.5258 -0.1414
C4 -0.1997 0.2436 0.6362
C5 0.8526 -0.5310 -0.1158
N1 -3.0619 1.0799 0.3845
N2 -2.4264 0.3880 1.2148
N3 -1.9758 -0.4141 -0.8088
O1 -1.4225 -1.8053 0.9964
H1 -3.2561 1.0633 -1.7315
H2 1.6811 1.3784 -0.7726
H3 2.8170 0.0474 -0.2813
H4 1.9255 1.0635 0.8883
H5 -0.3270 1.1624 0.2482
H6 0.0903 0.3759 1.6924
H7 1.0168 -1.5954 0.3320
H8 0.6674 -0.8876 -1.2495
H9 -1.6170 -0.9984 -1.4675
H10 -0.7307 -1.7747 1.6608

These are the Mulliken partial charges, in e, on atoms 1 to 8:
1 C 0.13
2 C 0.69
3 C -1.37
4 C -1.45
5 C 0.14
6 N -0.32
7 N -0.08
8 N 0.02

energy of number 9 (C5H10NO)? -8882.6169 eV